[1]
8
Properties=species:S:1:pos:R:3:forces:R:3 method="wB97M-V/def2-TZVPD" total_charge=0 relative_energy_kcal_mol=108.4 homo_lumo_gap_ev="7.94 / 7.05" lumo_energy_ev="-0.5 / -0.9" spin_multiplicity=1 energy_ha=-1836.3752
C -0.0291 1.2581 0.7953 -0.259 -0.583 -0.613
O 0.6321 -1.7632 -1.0750 2.135 -0.041 -0.436
P -0.7546 -0.9323 -0.9865 0.007 1.406 -0.240
Cl 1.6902 1.0495 1.0273 -0.500 0.194 -0.188
Cl -0.9587 1.0389 2.2405 0.105 0.180 -0.120
Cl -0.5112 2.6371 -0.1848 0.366 -0.603 0.518
H 1.4719 -1.3544 -1.4761 -2.303 -0.512 0.862
H -1.5408 -1.9337 -0.3407 0.449 -0.041 0.216



[2]
8
Properties=species:S:1:pos:R:3:forces:R:3 method="wB97M-V/def2-TZVPD" s_squared=2.007 total_charge=0 relative_energy_kcal_mol=47.8 homo_lumo_gap_ev="5.03 / 6.04" lumo_energy_ev="0.6 / -4.8" spin_multiplicity=3 energy_ha=-2169.4406
C -0.0424 -0.5468 0.7875 0.040 -0.813 -0.044
Si 0.0461 0.5266 -0.8212 -0.017 -0.371 0.401
Cl -1.5847 -0.2552 1.6297 -3.115 0.389 0.385
Cl 1.3075 -0.1297 1.8724 2.961 0.653 0.894
Cl -1.4950 -0.0153 -1.9749 -0.571 0.004 -0.532
Cl 1.7977 0.1262 -1.6993 0.649 0.057 -0.430
H 0.0183 -1.6230 0.6212 0.065 -0.085 -0.738
H -0.0476 1.9172 -0.4154 -0.013 0.167 0.063



[3]
7
Properties=species:S:1:pos:R:3:forces:R:3 method="wB97M-V/def2-TZVPD" total_charge=0 relative_energy_kcal_mol=161.5 homo_lumo_gap_ev="9.00 / 8.85" lumo_energy_ev="-1.7 / -1.7" spin_multiplicity=1 energy_ha=-749.6032
C 0.9325 1.1164 -0.1370 5.459 -2.980 -1.315
O 1.7031 0.2818 -0.3216 -0.739 3.469 -0.029
O -1.3062 -0.8647 0.4812 -2.292 0.448 0.555
F 1.2026 -1.4273 -0.0925 -0.930 -0.885 0.352
Cl -2.1570 0.3710 -0.3292 0.713 -0.562 0.274
H -0.3761 -0.8312 0.2659 1.630 -0.565 -0.871
H 0.0011 1.3540 0.1332 -3.840 1.075 1.034



[4]
9
Properties=species:S:1:pos:R:3:forces:R:3 method="wB97M-V/def2-TZVPD" s_squared=2.008 total_charge=0 relative_energy_kcal_mol=0.0 homo_lumo_gap_ev="9.39 / 6.39" lumo_energy_ev="0.5 / -4.3" spin_multiplicity=3 energy_ha=-1546.1104
C 1.5084 -0.2150 0.4191 1.890 1.036 1.899
O -1.6975 -0.4759 -0.8195 -1.024 -1.655 1.120
O 1.2364 -0.5815 -0.6465 -0.439 -0.665 -1.670
F 1.2061 1.0973 0.7866 0.420 -1.295 0.099
S -1.4103 2.3435 -1.1831 -0.152 2.457 0.945
S -1.2975 0.5439 -1.7778 0.872 -0.697 -2.755
Cl -0.6690 -1.1099 1.6934 -0.466 -0.138 -0.204
H 2.2115 -0.7559 1.1501 -1.311 1.142 -0.644
H -1.0880 -0.8464 0.3778 0.210 -0.185 1.210



F_max for the records above, in order: 2.5; 3.2; 6.4; 3.0 eV/A